Computed, not measured: a structure of composition C2H3Cl3S, with ωB97M-V/def2-TZVPD.

Calculated values
E_HOMO = -0.325 Ha
orbital gap = 8.163 eV
ΔE to the lowest compared entry with this formula, charge and spin = 2.230 eV
calculated total energy = -1856.6843 a.u.
strongest force on any atom = 1.942 eV Å⁻¹

```
9
C2H3Cl3S (ωB97M-V/def2-TZVPD)
C -0.5413 1.0052 0.7955
C 0.0203 -0.8098 -1.3926
S -0.3325 -0.8232 0.2119
Cl 0.9032 2.0202 0.5649
Cl 0.1804 -2.4390 -1.9687
Cl 1.3715 -1.0368 1.7477
H -0.5773 0.9299 1.9015
H -1.4862 1.3740 0.3078
H 0.4618 -0.2206 -2.1679
```



Computed, not measured: an isolated molecule of C2H3ClF2, with ωB97M-V/def2-TZVPD.

Calculated values
E_HOMO = -0.400 Ha
orbital gap = 11.815 eV
SMILES string = FC[C@H](F)Cl
ΔE to the lowest compared entry with this formula, charge and spin = 2.201 eV
calculated total energy = -737.8598 a.u.
strongest force on any atom = 5.066 eV Å⁻¹

```
8
C2H3ClF2 (ωB97M-V/def2-TZVPD)
F -1.6916 -0.2820 -0.1446
C -0.6138 -1.1858 0.3108
C 0.4735 -0.3410 -0.3219
F 1.6603 -0.8519 0.0187
Cl 0.1239 1.3378 0.0897
H -0.8054 -2.1159 -0.4130
H -0.4403 -1.2058 1.3741
H 0.2635 -0.0556 -1.2872
```